C4H10O2 | ωB97M-V/def2-TZVPD

Properties
HOMO-LUMO gap	10.67	eV
calculated total energy	-308.76526	Ha
structure (SMILES)	C[C@H]1CCO1.O
energy relative to the best compared isomer or geometry (same formula, charge and spin)	83.4	kcal/mol
E_LUMO	0.917	eV

Each atom is followed by the atoms it is bonded to, with distances in Å.
Atoms and positions in Å:
1 C -1.034 -1.082 -0.138  O2 1.400, C5 1.854, H7 1.111, H8 1.117
2 O -1.518 0.138 0.348  C1 1.400, C3 1.424
3 C -0.362 0.856 -0.073  O2 1.424, C4 1.490, C5 1.484, H10 1.109
4 C -0.160 2.151 0.637  C3 1.490, H11 1.089, H12 1.095, H13 1.093
5 C 0.593 -0.252 0.177  C1 1.854, C3 1.484, H14 1.116, H15 1.091
6 O 1.382 -2.115 -1.176  H9 0.971, H16 0.963
7 H -1.458 -1.927 0.445  C1 1.111
8 H -1.382 -1.237 -1.189  C1 1.117
9 H 0.509 -1.865 -0.835  O6 0.971
10 H -0.403 0.994 -1.172  C3 1.109
11 H -1.031 2.781 0.462  C4 1.089
12 H 0.735 2.650 0.251  C4 1.095
13 H -0.043 1.962 1.707  C4 1.093
14 H 1.597 -0.069 -0.274  C5 1.116
15 H 0.763 -0.516 1.221  C5 1.091
16 H 1.814 -2.470 -0.393  O6 0.963



C5H13NSi | ωB97M-V/def2-TZVPD

Properties
HOMO-LUMO gap (spin up / spin down)	9.23 / 7.80	eV
calculated total energy	-542.32062	Ha
spin multiplicity	3
energy relative to the best compared isomer or geometry (same formula, charge and spin)	45.3	kcal/mol
E_LUMO (spin up / spin down)	0.112 / -1.029	eV

Each atom is followed by the atoms it is bonded to, with distances in Å.
Atoms and positions in Å:
1 C -0.379 -2.704 -0.145  C2 1.483, H8 1.045
2 C -1.789 -2.726 0.315  C1 1.483, H9 1.148, H10 1.123, H11 1.062
3 C 1.753 1.233 -1.468  Si7 1.981, H12 1.105, H13 1.093, H14 1.049
4 C 1.092 0.545 1.363  Si7 1.951, H15 1.068, H16 1.073, H17 1.070
5 C -1.012 2.115 -0.077  Si7 2.005, H18 1.083, H19 1.095, H20 1.036
6 N -0.160 -0.863 -1.172  Si7 1.681
7 Si 0.230 0.572 -0.387  C3 1.981, C4 1.951, C5 2.005, N6 1.681
8 H 0.491 -2.738 0.432  C1 1.045
9 H -2.222 -3.789 0.312  C2 1.148
10 H -1.851 -2.156 1.280  C2 1.123
11 H -2.383 -2.253 -0.428  C2 1.062
12 H 1.645 0.815 -2.485  C3 1.105
13 H 1.930 2.301 -1.618  C3 1.093
14 H 2.543 0.816 -0.917  C3 1.049
15 H 0.234 0.227 1.914  C4 1.068
16 H 1.888 -0.175 1.357  C4 1.073
17 H 1.485 1.449 1.778  C4 1.070
18 H -1.461 2.567 -0.953  C5 1.083
19 H -1.765 1.977 0.707  C5 1.095
20 H -0.271 2.788 0.191  C5 1.036



C4H8O | ωB97M-V/def2-TZVPD

Properties
HOMO-LUMO gap	10.47	eV
calculated total energy	-232.41564	Ha
structure (SMILES)	CC(C)C=O
energy relative to the best compared isomer or geometry (same formula, charge and spin)	18.8	kcal/mol
E_LUMO	0.882	eV

Each atom is followed by the atoms it is bonded to, with distances in Å.
Atoms and positions in Å:
1 C -1.364 0.324 0.332  C2 1.539, H6 1.099, H7 1.101, H8 1.091
2 C 0.036 0.122 -0.273  C1 1.539, C3 1.527, C4 1.480, H9 1.162
3 C 0.515 -1.325 -0.167  C2 1.527, H10 1.089, H11 1.098, H12 1.103
4 C 1.054 1.137 0.080  C2 1.480, O5 1.209, H13 1.113
5 O 2.249 0.949 0.069  C4 1.209
6 H -2.042 -0.497 0.065  C1 1.099
7 H -1.330 0.348 1.432  C1 1.101
8 H -1.825 1.253 -0.007  C1 1.091
9 H 0.200 0.638 -1.301  C2 1.162
10 H 1.459 -1.439 -0.698  C3 1.089
11 H -0.229 -2.029 -0.562  C3 1.098
12 H 0.696 -1.604 0.884  C3 1.103
13 H 0.590 2.144 0.169  C4 1.113